Entry 1:
ClH12O8V | wB97M-V/def2-TZVPD

Its LUMO energy (alpha / beta) is -7.623 / -11.067 eV. As for the expectation value of S²: 0.76. The total charge is +1. As for the spin multiplicity: 2. As for the molar mass: 226.5 g/mol. As for the total energy: -2012.81447 a.u.

XYZ file:
```
22
Properties=species:S:1:pos:R:3:forces:R:3
O -2.0028 -2.6969 0.9863 -1.47 4.07 1.93
V -2.4688 -1.2474 1.5674 4.07 -2.96 0.41
O -1.7555 -1.0163 2.9836 -1.60 -0.67 -3.06
Cl -0.4594 0.1256 -0.0972 -1.31 -0.36 0.76
O -1.6133 1.5995 -2.7476 -0.27 -0.57 -0.31
H -0.6616 1.5219 -2.6817 0.70 0.23 -0.07
H -1.9159 1.6196 -1.8397 -0.26 0.28 0.59
O -0.9376 -1.7595 -2.6286 -0.30 -0.36 -0.20
H -0.8486 -1.2639 -1.8145 -0.09 0.30 0.53
H -0.4476 -1.2504 -3.2743 0.28 0.11 -0.55
O 1.0832 -3.1127 0.6974 -0.27 0.00 0.10
H 2.0009 -3.2139 0.4449 0.32 -0.19 -0.07
H 0.8857 -2.1929 0.5208 -0.03 0.20 -0.05
O 0.9232 1.3038 2.8928 0.04 0.15 -0.08
H 1.0428 0.7895 2.0944 0.21 -0.14 -0.19
H 0.0373 1.0899 3.1855 -0.21 -0.02 0.29
O 2.7502 0.2380 -0.5696 -0.03 0.26 -0.11
H 1.8572 0.0363 -0.8493 -0.08 -0.13 -0.15
H 2.8751 -0.2794 0.2260 0.27 -0.17 0.29
O -0.3807 3.4683 0.4690 -0.54 0.09 -0.10
H -0.3894 2.5129 0.4118 0.10 -0.44 0.15
H 0.4253 3.7281 0.0228 0.49 0.30 -0.10
```
Positions in Å, forces in eV/Å.

Entry 2:
C5H8O | wB97M-V/def2-TZVPD

Its SMILES is CC#C[C@@H](C)O. The relative energy (zero: lowest compared OMol25 entry of this formula, charge and spin) is 58.8 kcal per mole. Its LUMO energy is 0.850 eV. The total charge is 0. As for the molar mass: 84.1 g/mol. As for the total energy: -270.46427 a.u.

XYZ file:
```
14
Properties=species:S:1:pos:R:3:forces:R:3
C 2.5517 0.1073 0.2392 0.10 -0.03 -0.01
C 1.3861 -0.0480 -0.6233 -0.54 0.08 -0.12
C 0.2288 -0.0164 -0.9697 0.49 0.16 0.47
C -1.1427 0.3282 -0.5250 -0.17 -0.22 -0.27
C -1.9941 -0.9014 -0.2597 -0.06 -0.08 0.00
O -1.0158 0.9834 0.7356 -0.01 0.40 0.03
H 3.0428 -0.8369 0.4830 0.03 0.12 -0.14
H 2.0896 0.4907 1.1562 0.39 0.00 0.12
H 3.2783 0.8418 -0.1201 -0.08 -0.22 -0.02
H -1.6370 0.9938 -1.2442 0.03 -0.09 0.07
H -1.3900 -1.6500 0.2598 -0.13 0.04 -0.10
H -2.8277 -0.6236 0.3906 0.04 0.00 -0.17
H -2.3834 -1.3167 -1.1917 0.09 -0.04 0.10
H -0.3402 1.6682 0.6379 -0.18 -0.12 0.05
```
Positions in Å, forces in eV/Å.

Which of these has the highest molar mass? ClH12O8V

Which of these has the lowest molar mass? C5H8O

Look up the molar mass of the second one. 84.1 g/mol